[1]
Formula: C7H11I2OP
Source: OMol25
Level of theory: ωB97M-V with the def2-TZVPD basis set

Results
HOMO (alpha / beta), eV: -6.38 / -9.93
Multiplicity: 3
⟨S²⟩: 2.021

Geometry as XYZ:
```
22
Properties=species:S:1:pos:R:3:forces:R:3
C 0.8422 -0.4145 0.4461 -0.594 0.291 -0.056
C -0.7140 1.4140 1.1512 1.660 -1.454 0.512
C 0.8762 0.3319 -0.9346 0.117 -1.109 -0.330
C -0.7378 2.0856 -0.2133 -2.194 2.802 -0.437
C -1.4082 -0.2586 -0.4380 -1.467 -0.356 1.669
C -0.6067 -0.1622 0.9133 -0.830 0.812 0.830
C -0.5100 0.8043 -0.8116 0.529 0.908 -7.396
O -5.5845 -1.1686 1.9891 -0.626 -0.149 0.898
P -4.3813 -0.8108 1.2617 0.213 0.669 -1.562
I -4.2703 -2.2797 -0.7591 0.000 -0.002 0.273
I -4.5829 1.5762 0.2176 -0.239 -0.555 0.532
H 0.9718 -1.4627 0.3378 0.584 -0.994 -0.013
H 1.4804 0.0098 1.1902 0.855 -0.003 0.382
H 0.1658 1.4909 1.7243 1.081 1.400 0.861
H -1.5314 1.5713 1.7374 -2.370 0.847 1.728
H 1.5340 1.1854 -1.0404 0.479 -0.100 0.276
H 1.0774 -0.3868 -1.7987 -0.387 0.901 1.101
H -1.7948 2.5583 -0.4586 1.753 -1.282 0.629
H -0.0922 2.9866 -0.5142 -0.161 -1.816 0.894
H -1.2684 -1.2304 -0.8986 0.020 0.089 -0.393
H -2.5045 0.0778 -0.4885 1.889 -0.682 0.409
H -0.8092 -0.6396 1.9021 -0.312 -0.215 -0.807
```
Forces are in eV/Å.

Atomic partial charges in e from the Mulliken method, atoms 1 to 8: number 1, C, carries -0.96; number 2, C, carries -1.02; number 3, C, carries -0.62; number 4, C, carries -0.49; number 5, C, carries 0.10; number 6, C, carries 0.00; number 7, C, carries -0.01; number 8, O, carries -0.41


[2]
Formula: C7H11IO
Source: OMol25
Level of theory: ωB97M-V with the def2-TZVPD basis set

Results
Energy above the lowest of the compared OMol25 structures with the same formula, charge and spin, kJ/mol: 128.4
HOMO, eV: -9.02
SMILES: CCC/C=C/[C@H](I)C=O

Geometry as XYZ:
```
20
Properties=species:S:1:pos:R:3:forces:R:3
C -1.7951 2.0095 0.3165 2.391 -0.215 -0.498
C -2.4036 0.6594 0.0480 -2.308 -1.076 1.738
C -1.4842 -0.4641 -0.4018 1.412 -0.902 -0.803
C -0.1419 -0.4857 0.2574 1.922 1.219 -4.094
C 1.0715 -0.3504 -0.3497 -1.254 0.557 0.162
C 2.3782 -0.4825 0.3793 -0.279 -2.430 -4.782
I 3.7110 1.0675 -0.1864 0.107 -0.031 0.172
C 2.9360 -1.9512 -0.3050 0.276 3.411 3.018
O 3.5541 -2.6875 0.3854 0.105 -0.945 -0.171
H -1.6591 2.6211 -0.6398 0.023 -0.685 1.499
H -0.8043 1.6848 0.7643 -0.564 1.261 -0.715
H -2.2546 2.5737 1.1224 -0.502 0.120 -0.351
H -2.7993 0.2884 1.1010 0.143 0.729 -2.164
H -3.2176 0.7625 -0.7118 0.208 -0.382 0.982
H -1.8143 -1.4891 -0.1464 -0.860 0.580 -0.253
H -1.3064 -0.4747 -1.4851 -0.215 0.154 0.071
H -0.1797 -0.4733 1.2626 0.138 -0.394 3.606
H 1.1981 -0.1376 -1.4548 -0.509 -0.500 1.265
H 2.2883 -0.6231 1.3891 0.063 -0.141 2.526
H 2.7229 -2.0476 -1.3452 -0.296 -0.328 -1.206
```
Forces are in eV/Å.

Atomic partial charges in e from the Mulliken method, atoms 1 to 8: number 1, C, carries -0.91; number 2, C, carries -0.33; number 3, C, carries -0.62; number 4, C, carries -0.84; number 5, C, carries -0.13; number 6, C, carries -0.55; number 7, I, carries 0.07; number 8, C, carries 0.02


[3]
Formula: C7H11N
Source: OMol25
Level of theory: ωB97M-V with the def2-TZVPD basis set

Results
Energy above the lowest of the compared OMol25 structures with the same formula, charge and spin, kJ/mol: 762.9
HOMO, eV: -8.46

Geometry as XYZ:
```
19
Properties=species:S:1:pos:R:3:forces:R:3
C 1.8460 -0.0050 -0.0337 3.685 -1.454 -3.574
C 0.5452 0.3015 -1.0053 3.040 -1.102 2.213
C -0.1891 1.4887 -0.4144 -5.849 -4.328 0.529
C -1.5010 1.0803 -0.0056 3.003 3.781 1.574
C -1.9629 -0.2994 0.3506 1.573 -1.059 -4.989
C -0.9609 -1.4280 0.0147 2.605 7.490 -1.570
C 0.1413 -1.1631 -0.7184 -1.179 0.037 -0.851
H 0.6216 -0.5376 1.5243 0.221 0.531 -0.380
H 1.2574 1.2305 1.6278 0.279 -4.986 -1.233
H 2.9666 0.5761 -0.5678 -3.369 -1.302 2.602
H 2.2450 -1.3746 -0.1530 -0.541 4.464 0.189
H 0.7611 0.6843 -1.9838 0.657 -1.090 -0.972
H 0.1159 2.4786 -0.6563 0.195 0.638 0.248
H -2.1952 1.7858 0.6303 1.302 -0.553 -2.018
H -2.1624 -0.1086 1.3316 -1.372 -0.845 2.832
H -2.7903 -0.5173 -0.3821 -0.167 0.245 1.524
H -1.2210 -2.3342 0.0292 -2.154 -7.188 1.178
H 1.0619 -1.9065 -0.8735 -3.280 1.140 -0.552
N 1.4208 0.0485 1.2855 1.352 5.580 3.250
```
Forces are in eV/Å.

Atomic partial charges in e from the Mulliken method, atoms 1 to 8: number 1, C, carries -0.84; number 2, C, carries 0.55; number 3, C, carries -0.93; number 4, C, carries -0.37; number 5, C, carries -0.28; number 6, C, carries -1.34; number 7, C, carries -0.42; number 8, H, carries 0.33


[4]
Formula: C7H11N
Source: OMol25
Level of theory: ωB97M-V with the def2-TZVPD basis set

Results
Energy above the lowest of the compared OMol25 structures with the same formula, charge and spin, kJ/mol: 701.4
HOMO, eV: -8.54
SMILES: C[C@@]12CC=C[C@H]1NC2

Geometry as XYZ:
```
19
Properties=species:S:1:pos:R:3:forces:R:3
C 0.1454 1.4678 -0.8033 6.036 0.152 -0.514
C 0.3623 0.3174 0.3184 -5.326 3.651 -0.418
C -1.1465 0.4623 0.8875 1.738 0.530 5.031
C -2.0179 -0.3078 -0.0088 1.063 -2.765 -1.945
C -1.1542 -1.2899 -0.5318 -4.852 -0.756 -3.168
C 0.1648 -1.0833 -0.0532 1.758 -0.887 1.076
N 1.6124 -1.1992 -0.2645 1.219 -2.620 -0.346
C 1.8161 -0.0465 0.5889 1.737 2.625 0.566
H 0.7433 1.0768 -1.7210 -1.178 1.020 0.940
H 0.8096 2.5546 -0.5088 -2.262 -3.310 -0.522
H -0.8651 1.6539 -1.0563 -0.713 0.281 -0.211
H -1.0319 -0.4722 1.6551 -0.702 2.871 0.376
H -1.4075 1.5373 1.2665 0.088 -2.339 -0.404
H -3.1678 -0.3261 -0.0089 2.175 0.086 -0.055
H -1.5159 -2.2205 -1.1289 0.668 1.839 1.142
H 0.1691 -1.7108 0.8723 -0.566 0.517 0.668
H 1.8440 -0.8066 -1.0978 0.782 0.501 -3.724
H 2.1060 -0.4678 1.6051 -0.092 1.448 -0.979
H 2.5340 0.8604 -0.0102 -1.571 -2.847 2.487
```
Forces are in eV/Å.

Atomic partial charges in e from the Mulliken method, atoms 1 to 8: number 1, C, carries -1.40; number 2, C, carries 1.03; number 3, C, carries -0.72; number 4, C, carries -0.41; number 5, C, carries -0.42; number 6, C, carries -0.30; number 7, N, carries -0.61; number 8, C, carries -0.46


[5]
Formula: C7H11N
Source: OMol25
Level of theory: ωB97M-V with the def2-TZVPD basis set

Results
Energy above the lowest of the compared OMol25 structures with the same formula, charge and spin, kJ/mol: 654.4
HOMO, eV: -8.26
SMILES: C=C[C@H]1[C@H]2CNC[C@@H]12

Geometry as XYZ:
```
19
Properties=species:S:1:pos:R:3:forces:R:3
C 2.7347 -0.2617 0.0301 -5.178 1.243 -1.250
C 1.4157 0.3827 -0.3772 6.738 1.349 -1.523
C 0.2676 1.0706 0.2721 -1.927 3.702 0.181
C -1.1716 0.9784 -0.3805 0.198 -2.809 2.781
C -1.3682 -0.2856 -1.1457 0.706 -1.692 -1.888
N -0.4846 -1.3098 -0.4774 -2.199 -0.452 2.293
C -0.7103 -0.9790 1.0153 0.034 0.242 -1.564
C -0.8806 0.4640 1.0483 1.255 2.492 -0.136
H 2.7667 -0.7887 1.0111 0.160 0.554 -0.811
H 3.5378 -0.5132 -0.7409 -1.464 0.675 1.120
H 1.5472 1.0199 -1.4097 -0.180 -2.214 2.055
H 0.4028 2.2305 0.3093 0.354 -2.214 0.510
H -2.0208 1.5956 -0.2943 -0.095 1.871 -0.621
H -2.4713 -0.8870 -1.0152 2.691 2.389 -1.057
H -0.9312 0.0449 -2.2377 -1.657 -1.924 2.085
H 0.4826 -1.2772 -0.5226 1.884 0.279 -1.546
H -1.7172 -1.2176 1.0726 -1.822 -2.071 1.563
H -0.0039 -1.1019 1.8700 -0.357 -1.659 -1.138
H -1.3955 0.8353 1.9723 0.857 0.240 -1.053
```
Forces are in eV/Å.

Atomic partial charges in e from the Mulliken method, atoms 1 to 8: number 1, C, carries -0.68; number 2, C, carries -0.59; number 3, C, carries 0.22; number 4, C, carries -0.59; number 5, C, carries -0.34; number 6, N, carries -0.68; number 7, C, carries -0.80; number 8, C, carries -0.24


[6]
Formula: C7H11N2
Source: OMol25
Level of theory: ωB97M-V with the def2-TZVPD basis set

Results
Energy above the lowest of the compared OMol25 structures with the same formula, charge and spin, kJ/mol: 657.3
HOMO, eV: -12.31
Total charge: +1

Geometry as XYZ:
```
20
Properties=species:S:1:pos:R:3:forces:R:3
C 2.8830 0.6732 -0.0992 -1.778 0.424 -1.200
C -0.8914 2.4905 0.1039 -0.468 1.083 0.067
C 1.7283 0.0221 -0.1123 -1.098 1.042 -1.736
C 1.0495 -0.9214 0.7964 0.923 0.182 -0.676
C -1.0886 1.2216 0.0609 0.830 -1.247 0.929
C -0.4034 -1.0408 0.8528 -0.153 0.683 1.185
C -2.4917 -0.6010 -0.2460 -1.305 0.422 -1.913
N -1.1758 -0.0451 0.1091 -1.204 -0.038 0.588
N 0.3281 -1.9854 -0.0351 1.337 -2.674 2.182
H 3.1022 1.4126 -0.8606 -0.137 -0.251 -0.219
H 3.5480 0.6967 0.6720 1.810 -0.530 2.121
H -1.0825 3.2266 0.9197 0.071 -1.154 -0.378
H -0.6401 2.9579 -0.8371 0.299 0.086 -0.231
H 1.0427 0.3033 -0.9644 0.929 -0.462 0.641
H 1.6262 -1.2875 1.6302 -0.042 -0.324 0.160
H -3.1423 0.2750 -0.5325 0.527 -1.271 0.066
H -2.3507 -1.3194 -1.0712 0.001 0.712 -0.200
H -2.9851 -1.2423 0.4679 0.379 0.447 1.065
H 0.3622 -1.8143 -0.9799 0.308 0.757 -2.792
H 0.5814 -3.0223 0.1252 -1.229 2.113 0.343
```
Forces are in eV/Å.

Atomic partial charges in e from the Mulliken method, atoms 1 to 8: number 1, C, carries -1.06; number 2, C, carries -0.73; number 3, C, carries -0.08; number 4, C, carries 0.25; number 5, C, carries 0.70; number 6, C, carries -0.62; number 7, C, carries -0.85; number 8, N, carries 0.19


| no. | maximum force (hartree/bohr) |
| --- | --- |
| 1 | 0.1453 |
| 2 | 0.1045 |
| 3 | 0.1572 |
| 4 | 0.1258 |
| 5 | 0.1369 |
| 6 | 0.0720 |